[1]
# C35H29Cl4NO8PS3Y

A molecular structure, C35H29Cl4NO8PS3Y (ωB97M-V/def2-TZVPD, the OMol25 dataset).

Atoms and positions in Å:
Y: 0.21336 0.40486 0.16357
O: 0.04636 -0.13657 4.48811
C: 0.27090 0.32748 3.16780
O: -0.28501 -0.40051 2.23170
C: -0.24517 1.77218 3.16159
O: -0.29561 2.24415 1.81212
C: -1.56383 2.78902 1.42542
C: -2.55587 1.70451 0.97624
O: -3.73575 1.83257 1.29302
O: -2.04314 0.76981 0.26588
H: 0.32964 -1.05770 4.48059
H: -1.25272 1.72596 3.58264
H: 0.37881 2.44442 3.75456
H: -1.99057 3.38181 2.23437
H: -1.36548 3.43141 0.56400
Cl: 1.43147 6.59669 -3.20419
C: 1.62214 5.17068 -2.22620
C: 2.73446 5.00961 -1.42622
Cl: 3.96359 6.23871 -1.37306
C: 2.87568 3.84261 -0.65304
Cl: 4.28072 3.59856 0.33753
C: 1.93556 2.81843 -0.68785
O: 2.02547 1.70289 -0.03275
C: 0.76570 2.99436 -1.51251
O: -0.09999 2.02329 -1.51984
C: 0.63998 4.16402 -2.25028
Cl: -0.75184 4.30708 -3.28876
C: -3.98546 -2.56620 1.22134
C: -3.10982 -2.71067 -0.02252
C: -3.59910 -1.77485 -1.12295
C: -1.64215 -2.48400 0.40002
C: -0.96053 -3.77295 0.83949
O: -0.28447 -4.21382 -0.36182
C: -0.12938 -3.08808 -1.10379
N: -0.78241 -2.06008 -0.73194
C: 0.79373 -3.25386 -2.25603
C: 1.17846 -4.55802 -2.56766
C: 2.05982 -4.81595 -3.60288
C: 2.59112 -3.76176 -4.32927
C: 2.21886 -2.46303 -4.02407
C: 1.30838 -2.18235 -3.00938
P: 0.82408 -0.45430 -2.60462
C: -0.53920 -0.19195 -3.80416
C: -1.73234 0.37017 -3.36139
C: -2.78364 0.56355 -4.24971
C: -2.64747 0.20885 -5.58260
C: -1.45445 -0.34526 -6.03491
C: -0.40907 -0.54483 -5.14744
C: 2.20177 0.55833 -3.23895
C: 3.42614 0.42980 -2.57654
C: 4.44619 1.33540 -2.81008
C: 4.25158 2.39012 -3.69663
C: 3.03806 2.52812 -4.35059
C: 2.01378 1.61741 -4.12023
H: -5.02413 -2.82580 1.00177
H: -3.95589 -1.52985 1.56553
H: -3.63806 -3.20832 2.03615
H: -3.18457 -3.74402 -0.39060
H: -3.53459 -0.73946 -0.78525
H: -4.64078 -2.00753 -1.36273
H: -3.00531 -1.87881 -2.02980
H: -1.60120 -1.73803 1.19261
H: -1.65336 -4.55670 1.14565
H: -0.20598 -3.59527 1.60695
H: 0.79145 -5.37186 -1.97260
H: 2.34652 -5.83613 -3.82495
H: 3.30195 -3.94774 -5.12519
H: 2.65792 -1.63619 -4.56940
H: -1.83682 0.68075 -2.32989
H: -3.70675 1.00193 -3.89220
H: -3.46672 0.36683 -6.27429
H: -1.34165 -0.61861 -7.07737
H: 0.51858 -0.97911 -5.50271
H: 3.54622 -0.34334 -1.82348
H: 5.37339 1.25239 -2.25789
H: 5.03198 3.12711 -3.84231
H: 2.86568 3.37485 -5.00407
H: 1.04564 1.76737 -4.58388
S: 4.13707 -1.72242 2.95132
C: 2.81331 -1.02080 2.21422
S: 2.12895 -1.61825 0.76257
S: 2.20630 0.45802 2.99463

Values from the calculation:
Kohn-Sham gap = 6.12 eV
energy relative to the best compared isomer or geometry (same formula, charge and spin) = 0.0 kcal/mol
net charge = -2
HOMO energy = -2.04 eV

Results of the Löwdin charge analysis, in e, for atoms 1 through 6:
1 Y 1.343
2 O -0.043
3 C -0.889
4 O -0.288
5 C -0.154
6 O -0.204

[2]
# C35H29Cl5F6LaN7O4SbSi

A molecular structure, C35H29Cl5F6LaN7O4SbSi in a non-equilibrium geometry (ωB97M-V/def2-TZVPD, the OMol25 dataset).

Atoms and positions in Å:
La: -0.42890 -0.20629 1.04922
Cl: -2.42233 1.57003 7.65099
C: -2.67518 1.12933 5.90254
C: -1.70874 0.28497 5.38733
C: -1.87478 -0.01422 3.96154
N: -1.08375 -0.84093 3.27469
C: -0.51583 -1.94298 3.96899
O: -0.60447 -2.23582 5.14937
C: 0.20419 -2.86287 3.04488
C: 0.74338 -4.00974 3.58324
C: 1.24616 -5.01821 2.72369
C: 1.05882 -4.84181 1.38419
C: 0.45909 -3.63477 0.96439
N: 0.04226 -2.65067 1.72475
C: -2.93447 0.55063 3.24160
C: -3.82765 1.40234 3.82930
C: -3.68584 1.70459 5.23756
Cl: -4.80000 2.83420 5.83844
N: -2.88377 0.19669 1.86197
C: -3.99576 0.13181 1.14115
O: -5.10810 0.50265 1.43889
C: -3.80890 -0.25090 -0.26248
C: -4.89798 -0.14273 -1.11421
C: -4.66622 -0.29921 -2.54226
C: -3.40583 -0.60934 -3.01472
C: -2.38130 -0.79724 -2.08431
N: -2.54932 -0.61119 -0.75789
H: -0.89960 -0.18670 5.95774
H: 0.91271 -4.12113 4.59889
H: 1.75315 -5.84950 3.20347
H: 1.47742 -5.48209 0.62118
H: 0.48383 -3.50752 -0.14883
H: -4.64025 1.93341 3.37530
H: -5.89310 0.06341 -0.78606
H: -5.54454 -0.16270 -3.21957
H: -3.13739 -0.71666 -4.00858
H: -1.37731 -1.10414 -2.24933
O: 1.60427 1.30689 0.13969
C: 1.51858 2.60713 -0.52122
C: 0.07708 2.94526 -0.74054
C: -0.23007 4.09570 -1.48534
C: -1.53288 4.50377 -1.59976
C: -2.49812 3.77138 -0.99773
C: -2.16745 2.55573 -0.46518
N: -0.88567 2.13054 -0.34718
H: 2.43268 1.21514 0.67029
H: 2.06184 2.53474 -1.45282
H: 2.01904 3.33919 0.14466
H: 0.60878 4.73420 -1.76331
H: -1.77561 5.36308 -2.23920
H: -3.56793 4.13710 -0.94128
H: -2.83830 1.86931 -0.02400
C: 3.91459 -2.06828 -4.00339
N: 2.47442 -2.25069 -3.58033
N: 1.98222 -1.37370 -2.61603
C: 0.92307 -1.94797 -1.98981
O: 0.26037 -1.40059 -1.06955
C: 0.78966 -3.27078 -2.54124
C: 1.81500 -3.42656 -3.40609
C: 2.09687 -4.67985 -4.10502
C: 2.31751 0.03086 -2.79710
C: 1.61107 0.76535 -3.80146
C: 1.97898 2.09483 -3.98417
C: 3.11221 2.61743 -3.40371
C: 3.87154 1.84445 -2.52950
C: 3.41062 0.56858 -2.12657
H: 4.12890 -1.13370 -4.45597
H: 4.15245 -2.87213 -4.68473
H: 4.53490 -2.12297 -3.03895
H: -0.05065 -3.97758 -2.33962
H: 1.17454 -5.24877 -4.20257
H: 2.85145 -5.25349 -3.51671
H: 2.49203 -4.43542 -5.08231
H: 0.70889 0.36140 -4.27814
H: 1.45888 2.61301 -4.76147
H: 3.39964 3.64645 -3.64266
H: 4.72814 2.30536 -2.08187
H: 3.95666 -0.08428 -1.38277
Cl: 4.14802 -2.28530 0.07077
Si: 3.10272 -1.19711 1.77874
Cl: 4.14420 0.83462 1.43662
Cl: 4.26741 -2.11225 3.22958
F: -0.72402 1.99857 2.31679
Sb: -0.16788 3.81212 2.94321
F: -1.96771 4.18994 3.36806
F: 0.02451 2.90704 4.61087
F: 0.42696 5.43411 3.70347
F: 1.58593 3.15647 2.42864
F: -0.38998 4.64696 1.23086

Values from the calculation:
Kohn-Sham gap (spin up / spin down) = 7.63 / 5.29 eV
energy relative to the best compared isomer or geometry (same formula, charge and spin) = 29.1 kcal/mol
spin multiplicity = 2
expectation value of S² = 0.774
HOMO energy (spin up / spin down) = -8.22 / -8.23 eV

Results of the Löwdin charge analysis, in e, for atoms 1 through 6:
1 La 2.052
2 Cl 0.617
3 C -0.589
4 C 0.025
5 C -0.217
6 N -0.045

[3]
# C35H29ClIrN3O5PSTe

A molecular structure, C35H29ClIrN3O5PSTe (ωB97M-V/def2-TZVPD, the OMol25 dataset).

Atoms and positions in Å:
Ir: 0.30674 0.15038 -0.78606
O: -1.36926 0.20663 2.77956
C: -0.37668 0.40878 2.11175
O: -0.49943 0.88052 0.88943
C: 1.00424 0.17292 2.68381
C: 1.03521 0.07507 4.07367
C: 2.22295 -0.12078 4.75732
C: 3.40865 -0.23854 4.05076
C: 3.39271 -0.15333 2.66828
C: 2.20689 0.05397 1.96321
P: 2.34601 0.15558 0.14307
C: 3.44533 -1.13100 -0.49508
C: 4.82572 -1.04193 -0.27857
C: 5.67537 -2.01584 -0.77022
C: 5.16503 -3.08021 -1.50384
C: 3.80587 -3.15493 -1.76071
C: 2.94881 -2.18400 -1.26282
C: 3.22217 1.70692 -0.15751
C: 3.95197 1.87302 -1.33509
C: 4.56051 3.08821 -1.60688
C: 4.43900 4.14217 -0.71018
C: 3.70605 3.98298 0.45845
C: 3.09584 2.76896 0.73613
H: 0.09959 0.15944 4.60762
H: 2.21846 -0.18449 5.83685
H: 4.34459 -0.40125 4.56762
H: 4.32593 -0.26093 2.13723
H: 5.24861 -0.19119 0.23858
H: 6.73969 -1.93687 -0.59522
H: 5.83242 -3.83734 -1.89280
H: 3.40941 -3.96316 -2.36034
H: 1.89850 -2.24256 -1.50197
H: 4.06058 1.05068 -2.03254
H: 5.14031 3.20930 -2.51221
H: 4.92516 5.08593 -0.91851
H: 3.62118 4.80035 1.16204
H: 2.53775 2.64653 1.65694
S: 0.97095 4.09899 -2.89823
C: 0.17423 4.36690 -1.41068
C: 0.00187 3.19841 -0.75160
N: 0.49562 2.10476 -1.42723
C: 1.04463 2.44684 -2.57303
H: -0.11433 5.35461 -1.09241
H: -0.44490 3.05368 0.21760
H: 1.51777 1.73776 -3.23471
O: -1.06062 -0.28437 -4.26793
N: -0.69199 -0.20403 -3.14683
O: -1.42910 0.20153 -2.17676
O: 0.53364 -0.45300 -2.79404
Cl: 0.84670 -4.46697 2.54090
C: 0.07031 -3.76632 1.18218
C: -0.86973 -4.46330 0.44217
C: -1.43739 -3.81538 -0.64138
C: -1.06136 -2.52169 -0.94286
N: -0.14688 -1.84597 -0.22510
C: 0.40883 -2.47538 0.82034
H: -1.13991 -5.47676 0.70532
H: -2.17126 -4.30864 -1.26260
H: -1.51274 -2.01330 -1.77883
H: 1.15702 -1.95390 1.39163
C: -5.03848 0.92014 -1.32927
Te: -3.63840 1.09026 0.24763
C: -5.13193 0.23665 1.47933
C: -6.33445 -0.01280 0.60422
C: -7.48980 -0.56820 1.14744
C: -8.59301 -0.78931 0.34272
C: -8.55050 -0.45886 -1.00694
C: -7.40453 0.09267 -1.55112
C: -6.29134 0.31735 -0.74562
H: -4.57265 0.30485 -2.10278
H: -5.18805 1.91756 -1.74881
H: -5.31645 0.94015 2.29409
H: -4.70911 -0.66873 1.92008
H: -7.52560 -0.82202 2.19951
H: -9.49057 -1.21715 0.76758
H: -9.41486 -0.62943 -1.63382
H: -7.37347 0.35239 -2.60192

Values from the calculation:
Kohn-Sham gap (spin up / spin down) = 8.84 / 5.79 eV
energy relative to the best compared isomer or geometry (same formula, charge and spin) = 6.6 kcal/mol
spin multiplicity = 2
expectation value of S² = 0.754
net charge = +2
HOMO energy (spin up / spin down) = -13.98 / -13.99 eV

Results of the Löwdin charge analysis, in e, for atoms 1 through 6:
1 Ir 1.243
2 O 0.063
3 C -0.580
4 O -0.332
5 C -0.144
6 C 0.008

Question: The highest energy relative to the best compared isomer or geometry (same formula, charge and spin) belongs to which entry?
Answer: C35H29Cl5F6LaN7O4SbSi

Question: Among the records above, which one has the highest energy relative to the best compared isomer or geometry (same formula, charge and spin)?
Answer: C35H29Cl5F6LaN7O4SbSi

Question: The lowest energy relative to the best compared isomer or geometry (same formula, charge and spin) belongs to which entry?
Answer: C35H29Cl4NO8PS3Y